The following is a quantum chemistry calculation of a structure of composition C25H66I2N2O23P6, from the Open Molecules 2025 dataset.

Its total charge is 0. The molecular weight is 1202.45 g mol⁻¹. As for the LUMO energy: -1.872 eV. The value obtained for the HOMO energy is -8.074 eV.

CARTESIAN COORDINATES (ANGSTROEM)
C 1.89 2.23 3.81
C 1.55 3.40 2.87
O 0.93 2.97 1.68
C -0.45 2.67 1.85
C -0.70 1.16 2.01
C -2.01 0.70 1.38
C -1.92 -0.82 1.02
N -2.91 -1.67 1.70
P -2.54 -2.33 3.22
N -3.16 -1.22 4.37
O -0.93 -2.21 3.52
O -3.07 0.89 2.30
C -4.14 1.68 1.84
C -4.78 2.36 3.03
I -3.42 3.30 4.33
C -6.08 2.35 3.25
C -7.06 1.65 2.33
I -6.92 3.29 4.93
H 1.08 2.01 4.50
H 2.85 2.36 4.31
H 1.99 1.35 3.18
H 2.50 3.87 2.61
H 0.95 4.16 3.38
H -0.97 3.02 0.97
H -0.84 3.21 2.71
H -0.69 0.91 3.07
H 0.15 0.66 1.56
H -2.14 1.29 0.46
H -0.89 -1.18 1.12
H -2.15 -0.87 -0.04
H -3.24 -2.40 1.09
H -4.17 -1.22 4.35
H -2.84 -1.49 5.29
H -0.78 -1.48 4.14
H -3.83 2.44 1.12
H -4.84 1.02 1.34
H -7.31 2.27 1.48
H -6.62 0.70 2.02
H -7.94 1.38 2.90
C 4.50 4.25 -5.11
O 3.41 3.51 -4.51
P 3.53 3.06 -2.88
O 2.62 1.88 -3.09
O 2.76 4.42 -2.40
C 1.47 4.70 -2.94
O 3.93 2.70 -1.33
C 2.85 2.46 -0.43
H 4.22 4.45 -6.15
H 4.66 5.20 -4.60
H 5.42 3.66 -5.10
H 0.96 3.78 -3.25
H 1.55 5.38 -3.79
H 0.89 5.18 -2.15
H 2.26 1.61 -0.76
H 2.23 3.34 -0.31
H 3.30 2.22 0.54
C 3.26 -0.33 -6.14
O 3.63 -0.68 -7.50
P 3.99 0.54 -8.52
O 3.71 -0.02 -9.85
O 5.57 0.56 -8.14
C 6.39 -0.54 -8.56
O 3.89 2.14 -8.61
C 4.68 2.76 -9.63
H 3.06 -1.24 -5.59
H 4.06 0.23 -5.65
H 2.35 0.28 -6.14
H 5.97 -1.02 -9.44
H 6.48 -1.26 -7.75
H 7.37 -0.14 -8.79
H 4.38 2.41 -10.62
H 5.74 2.58 -9.47
H 4.48 3.83 -9.56
C -0.97 -5.30 2.42
O -0.25 -6.55 2.65
P -0.41 -7.27 4.11
O 0.83 -8.05 4.25
O -1.70 -8.16 3.67
C -1.50 -9.23 2.74
O -0.98 -6.97 5.57
C -1.16 -8.11 6.42
H -0.76 -4.98 1.41
H -2.04 -5.45 2.53
H -0.63 -4.54 3.11
H -0.47 -9.60 2.77
H -1.73 -8.89 1.73
H -2.18 -10.03 3.01
H -0.21 -8.61 6.60
H -1.89 -8.80 6.01
H -1.54 -7.73 7.37
C 11.30 3.35 -4.98
O 10.53 3.49 -3.76
P 9.09 2.73 -3.65
O 8.34 3.54 -2.68
O 9.71 1.37 -3.03
C 10.23 1.40 -1.70
O 8.02 1.96 -4.56
C 7.04 1.19 -3.87
H 12.22 3.91 -4.85
H 11.55 2.30 -5.16
H 10.76 3.76 -5.83
H 9.75 2.18 -1.11
H 11.31 1.55 -1.72
H 10.02 0.43 -1.25
H 6.45 1.82 -3.21
H 7.50 0.38 -3.30
H 6.39 0.75 -4.62
C -13.18 0.25 4.54
O -12.59 -0.96 4.01
P -10.96 -1.11 4.03
O -10.68 -2.04 2.92
O -10.91 -1.80 5.50
C -11.43 -3.13 5.64
O -9.64 -0.24 4.28
C -8.43 -0.97 4.49
H -14.25 0.16 4.45
H -12.91 0.38 5.59
H -12.85 1.12 3.97
H -11.37 -3.68 4.70
H -12.46 -3.10 5.99
H -10.82 -3.63 6.38
H -8.19 -1.58 3.62
H -8.49 -1.59 5.38
H -7.64 -0.23 4.63

---

The following is a quantum chemistry calculation of the ion C4H9N2 with charge +1, from the Open Molecules 2025 dataset.

Its total charge is +1. The molecular weight is 85.13 g mol⁻¹. Its expectation value of S² is 2.01. The multiplicity is 3. As for the LUMO energy (spin up / spin down): -3.205 / -7.819 eV. The value obtained for the HOMO energy (spin up / spin down) is -10.158 / -15.127 eV.

CARTESIAN COORDINATES (ANGSTROEM)
C 2.28 1.07 1.05
C -0.47 -0.07 -0.69
C 0.24 0.05 0.71
C -1.03 -1.37 -1.29
N 1.11 1.20 0.63
N -1.15 0.59 0.48
H 2.78 1.95 0.77
H 2.71 0.10 1.34
H -0.27 0.63 -1.40
H 0.27 -0.95 1.30
H -2.03 -1.00 -1.82
H -1.04 -2.15 -0.50
H -0.32 -1.69 -1.92
H -1.18 1.57 0.42
H -1.89 0.06 0.91

---

The following is a quantum chemistry calculation of an isolated molecule of C2H8N4O, from the Open Molecules 2025 dataset.

Its total charge is 0. The molecular weight is 104.11 g mol⁻¹. As for the LUMO energy (spin up / spin down): -0.617 / -0.618 eV. The value obtained for the HOMO energy (spin up / spin down) is -8.468 / -8.468 eV.

CARTESIAN COORDINATES (ANGSTROEM)
C 1.86 -0.82 0.03
N 0.72 0.03 0.37
N -1.28 0.55 0.18
C -0.51 -0.49 -0.50
N 1.14 1.38 0.38
N -2.50 0.14 0.35
O -0.98 -1.63 -0.64
H -0.56 0.36 -1.38
H 0.94 1.83 -0.52
H 0.62 1.88 1.10
H -2.68 -0.82 0.03
H -3.23 0.70 0.77
H 1.58 -1.87 0.10
H 2.68 -0.62 0.71
H 2.23 -0.62 -0.99

---

The following is a quantum chemistry calculation of a cluster of 3 separate species, C3H10NO in total, from the Open Molecules 2025 dataset.

Its total charge is 0. The molecular weight is 76.12 g mol⁻¹. Its expectation value of S² is 0.75. The multiplicity is 2. As for the LUMO energy (spin up / spin down): 1.244 / -1.856 eV. The value obtained for the HOMO energy (spin up / spin down) is -8.235 / -8.236 eV.

CARTESIAN COORDINATES (ANGSTROEM)
C 0.97 -1.21 0.44
C 1.30 0.20 0.05
C 1.76 1.10 0.93
N 1.13 0.49 -1.30
H 1.40 -1.51 1.39
H -0.13 -1.22 0.53
H 1.20 -1.90 -0.37
H 1.96 2.12 0.64
H 1.93 0.83 1.96
H 0.35 0.02 -1.74
H 1.18 1.45 -1.56
H -1.41 -1.01 -0.64
H -4.65 0.07 -0.12
H -3.14 -0.01 -0.24
O -3.85 0.59 0.04

---

The following is a quantum chemistry calculation of a structure of composition C20H43GaOP3Se, from the Open Molecules 2025 dataset.

Its total charge is +3. The molecular weight is 541.17 g mol⁻¹. As for the LUMO energy (spin up / spin down): -11.689 / -11.449 eV. The value obtained for the HOMO energy (spin up / spin down) is -17.363 / -17.107 eV.

CARTESIAN COORDINATES (ANGSTROEM)
Ga -0.63 -0.02 -1.61
P -3.09 -0.14 -0.99
P -0.07 -2.36 -0.75
P -0.23 2.37 -0.87
H 4.57 -0.91 -2.08
C 4.40 0.07 -1.56
C 4.21 0.18 -0.22
H 4.26 -0.72 0.39
C -3.89 -0.22 -2.63
C -3.75 -1.57 -0.08
C -3.84 1.31 -0.18
C 1.72 -2.67 -0.64
C -0.70 -3.15 0.76
C -0.67 -3.39 -2.13
C 1.55 2.74 -0.75
C -0.94 3.17 0.61
C -0.86 3.29 -2.30
H 4.57 0.93 -2.22
H 4.30 1.15 0.26
H -4.96 -0.26 -2.47
H -3.55 -1.12 -3.17
H -3.62 0.67 -3.22
H -4.85 -1.52 -0.15
H -3.44 -1.49 0.98
H -3.39 -2.51 -0.52
H -4.93 1.18 -0.20
H -3.57 2.24 -0.70
H -3.50 1.36 0.87
H 1.93 -3.59 -1.18
H 1.99 -2.77 0.41
H 2.30 -1.82 -1.07
H -0.60 -4.24 0.64
H -1.75 -2.91 0.93
H -0.11 -2.81 1.62
H -0.09 -4.32 -2.11
H -0.52 -2.85 -3.09
H -1.74 -3.61 -2.01
H 1.72 3.74 -1.17
H 2.15 2.00 -1.28
H 1.84 2.72 0.31
H -0.80 4.26 0.50
H -0.39 2.80 1.49
H -2.00 2.93 0.71
H -0.34 4.26 -2.32
H -1.94 3.46 -2.21
H -0.66 2.72 -3.23
C 1.03 0.11 -4.95
C 2.40 -0.10 -4.67
C 3.36 -0.09 -5.67
C 3.02 0.20 -6.99
C 1.67 0.44 -7.32
C 0.71 0.39 -6.32
Se -0.59 -0.09 -4.21
H 0.91 0.04 -1.31
H 2.66 -0.34 -3.67
H 4.41 -0.24 -5.44
H 3.75 0.23 -7.79
H 1.35 0.65 -8.35
H -0.34 0.56 -6.56
C -1.19 0.49 3.57
C -0.10 0.00 2.66
C 1.12 -0.57 3.35
O -0.17 0.06 1.42
H -0.91 0.41 4.62
H -2.07 -0.11 3.38
H -1.44 1.51 3.31
H 1.06 -1.68 3.35
H 2.06 -0.29 2.78
H 1.21 -0.22 4.37

---

The following is a quantum chemistry calculation of a structure of composition C16H54AgF3O14, from the Open Molecules 2025 dataset.

Its total charge is +1. The molecular weight is 635.46 g mol⁻¹. Its expectation value of S² is 0.75. The multiplicity is 2. As for the LUMO energy (spin up / spin down): -5.539 / -7.506 eV. The value obtained for the HOMO energy (spin up / spin down) is -11.756 / -11.756 eV.

CARTESIAN COORDINATES (ANGSTROEM)
Ag -3.09 3.80 2.22
C -0.60 2.45 -0.16
O -0.88 1.17 -0.78
O -1.48 2.58 0.91
C 0.95 2.74 0.01
F 1.53 2.02 0.95
F 1.69 2.54 -1.13
F 1.27 4.02 0.33
C -0.51 -0.02 -0.08
C -0.66 -1.13 -1.07
H -0.39 -0.81 -2.07
H -0.09 -1.99 -0.71
H -1.71 -1.42 -1.15
H -1.08 -0.29 0.81
H 0.55 -0.02 0.19
H -0.90 3.18 -0.91
C 0.41 5.77 -1.79
O 0.20 6.57 -2.88
H -0.55 5.35 -1.46
H 1.19 5.02 -1.90
H 0.63 6.46 -0.97
H 0.97 7.14 -2.98
C -3.20 0.67 3.31
O -3.93 1.54 2.49
H -2.15 0.92 3.22
H -3.46 0.86 4.36
H -3.37 -0.36 3.00
H -4.80 1.13 2.42
C -4.71 -2.08 -0.42
O -4.54 -3.35 0.13
H -3.88 -1.92 -1.11
H -5.65 -1.99 -0.95
H -4.61 -1.30 0.34
H -4.61 -3.97 -0.61
C -1.21 -2.46 3.45
O -1.22 -1.84 4.74
H -0.29 -3.03 3.30
H -2.07 -3.12 3.46
H -1.26 -1.76 2.62
H -0.51 -1.20 4.79
C -0.57 1.51 -4.27
O -0.28 1.49 -5.67
H -0.67 2.54 -3.93
H -1.51 0.99 -4.09
H 0.19 1.04 -3.64
H -0.25 0.56 -5.91
C 4.97 2.28 -0.43
O 5.06 0.89 -0.28
H 5.75 2.83 0.09
H 5.01 2.55 -1.48
H 3.97 2.57 -0.09
H 5.14 0.74 0.67
C 2.89 -0.52 -2.71
O 4.28 -0.50 -2.60
H 2.47 0.45 -2.96
H 2.73 -1.15 -3.59
H 2.32 -0.96 -1.89
H 4.56 0.08 -1.90
C 2.82 -1.44 1.69
O 1.96 -2.09 2.58
H 2.41 -1.46 0.68
H 2.74 -0.39 1.97
H 3.84 -1.82 1.66
H 2.06 -3.02 2.37
C 0.76 0.98 3.93
O 1.25 -0.30 4.45
H 0.11 0.75 3.09
H 0.21 1.46 4.73
H 1.58 1.59 3.55
H 1.63 -0.80 3.72
C 3.25 -3.55 -1.10
O 4.36 -2.76 -0.82
H 2.97 -4.17 -0.26
H 2.40 -2.99 -1.47
H 3.49 -4.22 -1.93
H 4.46 -2.20 -1.59
C -1.65 -4.64 0.39
O -0.44 -5.21 0.79
H -1.76 -3.60 0.71
H -1.68 -4.67 -0.69
H -2.54 -5.11 0.80
H -0.56 -6.17 0.77
C -3.83 0.79 -1.53
O -3.51 2.10 -1.93
H -3.76 0.75 -0.44
H -4.85 0.52 -1.79
H -3.15 0.14 -2.07
H -2.67 2.28 -1.51